C21H19BaN8O6S3 | ωB97M-V/def2-TZVPD

```
! wB97M-V def2-TZVPD RIJCOSX def2/J DEFGRID3
* xyz -1 1
Ba -0.14346 1.25389 -0.00046
O 3.99012 2.66483 1.21538
S 2.64593 2.74039 0.70279
O 1.58265 2.46312 1.67236
O 2.40977 1.91777 -0.50430
C 2.46696 4.43927 0.16921
C 3.52603 4.93502 -0.58914
C 3.50228 6.22407 -1.08603
C 2.41477 7.04612 -0.81565
C 1.36786 6.57321 -0.04918
C 1.38115 5.26921 0.44378
S -1.11403 4.34675 0.40568
O 0.33266 4.86033 1.22372
O -1.48267 3.25809 1.35269
O -0.57902 3.75488 -0.84432
H 4.37236 4.28808 -0.77709
H 4.33129 6.59002 -1.67783
H 2.38485 8.05833 -1.19928
H 0.51456 7.19639 0.18573
S -2.75249 0.37789 -1.55132
C -2.21444 -1.27306 -1.66582
N -2.83506 -2.16744 -2.35345
N -2.42283 -3.46346 -2.33279
C -3.01600 -4.37162 -3.17893
C -3.95614 -3.98490 -4.13979
C -4.52486 -4.94043 -4.96489
C -4.17919 -6.28262 -4.86670
C -3.24106 -6.66165 -3.91441
C -2.66367 -5.72332 -3.07836
N -1.00002 -1.49188 -0.94403
N -0.83599 -2.60760 -0.41861
C 0.41509 -2.76270 0.26304
C 1.51801 -1.93988 0.06288
C 2.68499 -2.15906 0.77178
C 2.75901 -3.21165 1.67727
C 1.66254 -4.04137 1.86724
C 0.49273 -3.82189 1.15499
H -1.81973 -3.77674 -1.58828
H -4.22323 -2.94121 -4.21341
H -5.25464 -4.62702 -5.70211
H -4.62998 -7.01848 -5.51958
H -2.95414 -7.70227 -3.82010
H -1.93121 -6.02760 -2.33890
H 1.45448 -1.11809 -0.63436
H 3.52998 -1.49955 0.62325
H 3.67077 -3.38099 2.23540
H 1.71576 -4.85915 2.57447
H -0.37848 -4.44935 1.29251
N 0.67942 2.39559 5.97055
C 0.14313 2.05508 4.76106
N -0.05934 3.04158 3.89566
N -0.12135 0.77866 4.58554
C -0.36552 0.29662 3.38947
N -0.50055 -0.23704 2.36573
H 0.48152 3.31050 6.33525
H 0.72562 1.64274 6.63463
H 0.48328 3.88512 3.97091
H -0.44047 2.87850 2.96613
*
```

Results
- calculated total energy (eV) = -79495.866
- M (g/mol) = 712.962